Entry 1:
# C31H92N4O13

A 13-piece molecular cluster, C31H92N4O13 overall (ωB97M-V/def2-TZVPD, the Open Molecules 2025 dataset).

Element x y z (Å)
C  -2.086  2.221  3.174
C  -1.055  2.345  4.284
C  0.403  2.135  3.823
O  -1.231  3.581  5.006
H  -2.293  1.196  2.872
H  -1.813  2.825  2.302
H  -3.091  2.593  3.406
H  -1.254  1.628  5.084
H  0.480  1.355  3.069
H  0.884  1.771  4.734
H  0.859  3.090  3.566
H  -1.402  4.264  4.345
C  -0.030  -1.480  4.241
C  0.474  -2.525  5.245
C  -0.657  -3.096  6.100
O  1.061  -3.623  4.568
H  -0.453  -0.585  4.701
H  -0.808  -1.855  3.575
H  0.821  -1.167  3.631
H  1.186  -2.084  5.949
H  -0.246  -3.615  6.968
H  -1.295  -3.837  5.613
H  -1.358  -2.351  6.489
H  1.969  -3.333  4.255
C  -5.001  2.155  -1.092
C  -6.329  2.201  -0.323
C  -7.011  3.564  -0.530
O  -7.265  1.233  -0.788
H  -4.387  1.415  -0.585
H  -4.559  3.143  -1.225
H  -5.183  1.856  -2.127
H  -6.153  2.022  0.741
H  -6.925  3.901  -1.561
H  -6.534  4.316  0.104
H  -8.038  3.495  -0.176
H  -7.047  0.366  -0.431
C  3.103  3.114  1.123
C  4.098  2.091  1.649
C  4.642  1.131  0.601
O  3.599  0.456  -0.048
C  4.029  -0.469  -1.004
N  5.289  2.838  2.135
H  3.469  3.528  0.178
H  3.024  3.971  1.790
H  2.138  2.669  0.877
H  3.684  1.518  2.489
H  5.348  0.420  1.059
H  5.204  1.737  -0.126
H  4.612  -1.291  -0.568
H  4.668  0.005  -1.767
H  3.165  -0.846  -1.553
H  5.039  3.315  3.000
H  5.961  2.147  2.474
C  0.568  8.907  -1.128
C  -0.718  8.054  -1.103
C  -0.596  6.772  -0.306
O  -0.152  5.736  -1.182
C  -0.395  4.477  -0.615
N  -1.908  8.849  -0.731
H  0.371  9.834  -1.663
H  1.339  8.375  -1.687
H  0.881  9.083  -0.098
H  -0.929  7.732  -2.128
H  -1.532  6.490  0.184
H  0.159  6.860  0.487
H  -1.459  4.311  -0.403
H  0.126  4.258  0.327
H  -0.059  3.713  -1.316
H  -2.006  9.640  -1.360
H  -1.650  9.313  0.145
C  2.499  1.695  -3.622
C  2.582  0.467  -4.530
C  1.197  -0.174  -4.622
O  1.091  -1.152  -5.649
C  1.506  -2.427  -5.199
N  3.051  0.847  -5.859
H  2.269  1.421  -2.588
H  1.737  2.381  -3.983
H  3.532  2.037  -3.530
H  3.230  -0.298  -4.090
H  0.489  0.603  -4.914
H  0.897  -0.623  -3.670
H  1.028  -2.837  -4.307
H  2.589  -2.349  -5.031
H  1.390  -3.178  -5.980
H  2.503  0.364  -6.566
H  2.891  1.828  -6.063
C  -1.676  0.593  0.134
C  -0.504  -0.345  -0.102
C  -0.898  -1.700  -0.686
O  0.088  -2.693  -0.455
C  -0.044  -3.346  0.786
N  0.417  0.402  -0.946
H  -2.384  0.727  -0.686
H  -1.316  1.588  0.383
H  -2.270  0.232  0.980
H  -0.067  -0.463  0.893
H  -1.036  -1.591  -1.763
H  -1.850  -2.092  -0.302
H  -0.962  -3.949  0.804
H  -0.047  -2.653  1.632
H  0.777  -4.055  0.879
H  0.157  0.448  -1.922
H  1.344  0.011  -0.865
C  -2.452  -0.004  -3.960
O  -2.851  0.753  -2.786
H  -2.637  -1.057  -3.770
H  -3.039  0.321  -4.820
H  -1.394  0.223  -4.062
H  -2.552  1.654  -2.938
C  1.533  -6.415  2.381
O  0.419  -5.764  2.973
H  2.397  -6.286  3.038
H  1.335  -7.463  2.178
H  1.753  -5.914  1.429
H  0.692  -4.959  3.462
C  -1.665  -4.255  -3.167
O  -0.687  -4.787  -4.042
H  -1.907  -4.933  -2.341
H  -1.364  -3.297  -2.746
H  -2.628  -4.103  -3.666
H  -1.076  -4.974  -4.898
C  0.842  -6.540  -1.402
O  0.028  -7.032  -2.457
H  0.254  -5.788  -0.854
H  1.029  -7.341  -0.689
H  1.770  -6.059  -1.719
H  -0.132  -6.290  -3.061
C  3.347  -1.940  2.441
O  3.452  -2.587  3.709
H  4.366  -1.685  2.156
H  2.889  -2.567  1.676
H  2.652  -1.097  2.469
H  3.924  -2.004  4.308
C  -1.823  -7.489  0.954
O  -1.764  -8.165  -0.290
H  -0.965  -7.692  1.603
H  -1.951  -6.405  0.902
H  -2.661  -7.915  1.511
H  -1.088  -7.723  -0.818

The value obtained for the relative energy (zero: lowest compared OMol25 entry of this formula, charge and spin) is 0.0 kcal per mole. As for the charge: 0.

---

Entry 2:
# C31H93CsN17O20S

C31H93CsN17O20S as an isolated structure (ωB97M-V/def2-TZVPD, the Open Molecules 2025 dataset).

Element x y z (Å)
Cs  -2.639  -2.140  2.061
S  -0.295  0.076  0.305
O  -1.699  0.298  -0.157
O  0.114  -1.151  -0.290
O  0.655  1.123  -0.035
O  -0.275  -0.055  1.727
C  5.845  -0.639  -2.951
C  6.081  0.715  -2.286
C  6.073  0.401  -0.728
C  6.616  1.568  0.076
C  8.019  2.106  -0.413
C  8.091  2.349  -1.992
N  7.391  1.298  -2.768
O  7.463  1.280  -4.183
C  7.610  3.837  -2.163
C  9.600  2.316  -2.327
C  4.893  1.636  -2.664
H  6.742  -1.233  -2.779
H  5.734  -0.550  -4.032
H  4.979  -1.161  -2.545
H  5.091  0.133  -0.339
H  6.792  -0.415  -0.661
H  6.548  1.193  1.097
H  5.859  2.341  -0.059
H  8.727  1.295  -0.240
H  8.274  2.981  0.186
H  7.162  4.181  -3.095
H  6.914  4.048  -1.351
H  8.426  4.559  -2.163
H  10.265  1.485  -2.092
H  9.929  2.561  -3.337
H  10.060  3.080  -1.699
H  5.215  2.657  -2.459
H  3.978  1.388  -2.125
H  4.552  1.551  -3.696
H  8.267  0.815  -4.427
C  1.959  -0.122  -3.510
O  2.590  -0.100  -4.513
N  1.585  0.975  -2.944
N  1.664  -1.180  -2.840
H  1.647  1.818  -3.497
H  1.213  0.913  -2.007
H  1.110  -1.130  -1.998
H  1.922  -2.081  -3.218
C  2.507  -4.656  -4.000
O  1.863  -4.799  -2.964
N  3.733  -4.981  -4.216
N  2.071  -3.955  -5.067
H  4.154  -5.451  -3.427
H  4.251  -4.475  -4.919
H  1.223  -3.426  -4.923
H  2.599  -4.135  -5.909
C  0.439  4.559  0.436
O  0.349  5.785  0.544
N  0.370  3.770  1.424
N  0.705  3.933  -0.694
H  0.524  4.111  2.363
H  0.220  2.817  1.125
H  0.703  2.933  -0.547
H  0.447  4.371  -1.566
C  -2.140  2.547  -3.213
O  -2.002  3.030  -4.293
N  -1.355  1.662  -2.711
N  -3.081  2.881  -2.280
H  -1.510  1.336  -1.767
H  -0.476  1.497  -3.180
H  -3.838  3.480  -2.577
H  -3.179  2.220  -1.523
C  -4.476  1.895  1.066
O  -5.503  2.526  1.110
N  -4.320  0.852  0.307
N  -3.450  2.021  1.839
H  -3.360  0.595  0.129
H  -5.085  0.503  -0.254
H  -2.553  1.613  1.615
H  -3.602  2.690  2.580
C  -2.240  -3.113  -2.103
O  -2.940  -3.895  -2.724
N  -2.782  -2.125  -1.440
N  -0.977  -3.154  -2.034
H  -3.723  -1.993  -1.781
H  -2.168  -1.393  -1.112
H  -0.554  -2.444  -1.452
H  -0.549  -3.982  -2.422
C  3.348  1.644  1.973
O  4.412  1.899  2.422
N  2.463  0.912  2.553
N  2.919  1.922  0.790
H  1.570  0.616  2.186
H  2.724  0.756  3.516
H  3.489  2.335  0.065
H  1.952  1.670  0.646
C  3.192  -2.659  0.668
O  4.138  -2.968  1.388
N  2.414  -3.464  -0.001
N  2.723  -1.470  0.526
H  1.714  -3.132  -0.649
H  2.686  -4.435  0.047
H  1.787  -1.166  0.300
H  3.252  -0.758  1.008
C  -3.400  5.435  -0.589
C  -2.935  6.796  -0.219
O  -2.527  6.931  1.178
H  -2.705  4.642  -0.315
H  -3.646  5.488  -1.650
H  -4.265  5.055  -0.045
H  -3.808  7.402  -0.460
H  -2.034  7.116  -0.743
H  -1.651  6.538  1.155
C  1.149  -2.999  4.534
C  -0.104  -3.704  5.011
O  0.286  -4.672  6.007
H  1.019  -2.271  3.733
H  1.879  -3.726  4.177
H  1.603  -2.525  5.404
H  -0.517  -4.131  4.098
H  -0.729  -2.899  5.398
H  0.604  -4.283  6.825
C  -5.530  0.428  -2.980
C  -6.031  -1.011  -3.192
O  -5.460  -1.954  -2.382
H  -5.638  0.755  -1.945
H  -5.886  1.194  -3.669
H  -4.491  0.455  -3.307
H  -5.864  -1.292  -4.232
H  -7.111  -0.998  -3.333
H  -5.967  -2.728  -2.639
C  -3.785  -2.902  6.775
C  -3.245  -1.537  6.293
O  -2.750  -1.556  4.948
H  -3.041  -3.650  6.501
H  -4.592  -3.341  6.189
H  -3.752  -3.003  7.860
H  -2.375  -1.296  6.904
H  -4.001  -0.752  6.306
H  -2.173  -0.813  4.755
C  -0.789  1.555  6.163
C  0.029  0.993  5.007
O  -0.802  0.047  4.378
H  -0.842  0.781  6.928
H  -1.836  1.638  5.870
H  -0.438  2.489  6.601
H  0.886  0.350  5.209
H  0.169  1.867  4.370
H  -0.578  0.152  3.451
C  -8.236  -1.766  -0.515
C  -7.434  -0.598  0.058
O  -8.018  0.676  -0.146
H  -8.211  -1.745  -1.605
H  -9.272  -1.735  -0.178
H  -7.685  -2.691  -0.347
H  -6.473  -0.538  -0.453
H  -7.194  -0.746  1.111
H  -7.591  1.463  0.199
C  -5.272  -5.771  1.094
C  -5.460  -4.721  -0.064
O  -5.154  -3.443  0.453
H  -5.469  -5.287  2.051
H  -4.306  -6.268  1.015
H  -6.091  -6.484  0.997
H  -6.473  -4.845  -0.445
H  -4.864  -4.968  -0.943
H  -4.951  -2.963  -0.353

As for the charge: -1.

---

Entry 3:
# C31H98Br4NO22P

A 19-piece molecular cluster, C31H98Br4NO22P overall (ωB97M-V/def2-TZVPD, the Open Molecules 2025 dataset).

Element x y z (Å)
C  -1.453  4.852  -1.316
C  -2.260  3.742  -1.925
Br  -4.094  4.252  -2.064
C  -1.801  2.570  -2.328
Br  -3.049  1.328  -3.105
P  0.154  2.122  -2.130
C  -0.181  0.343  -1.815
O  0.449  -0.009  -0.603
C  0.305  -1.345  -0.302
O  1.042  -2.093  -1.241
C  0.838  -3.482  -1.141
C  1.318  -4.142  -2.413
O  2.228  -5.189  -2.093
C  0.464  2.770  -3.836
C  -0.185  1.950  -4.959
O  0.907  1.544  -5.796
C  -1.178  2.707  -5.828
N  -0.614  3.799  -6.578
C  2.095  2.024  -1.737
Br  2.302  2.388  0.174
C  2.906  0.823  -2.140
C  2.809  0.471  -3.607
Br  4.840  1.152  -1.831
H  -1.540  4.853  -0.237
H  -0.415  4.791  -1.601
H  -1.811  5.797  -1.690
H  0.078  2.915  -0.988
H  0.223  -0.239  -2.636
H  -1.239  0.133  -1.756
H  -0.744  -1.658  -0.340
H  0.695  -1.488  0.700
H  -0.217  -3.698  -0.967
H  1.402  -3.908  -0.314
H  1.794  -3.393  -3.035
H  0.482  -4.554  -2.970
H  2.918  -5.211  -2.760
H  1.526  2.792  -4.028
H  0.088  3.787  -3.838
H  -0.659  1.057  -4.564
H  0.724  0.671  -6.150
H  -2.001  3.085  -5.235
H  -1.602  1.995  -6.530
H  0.240  3.530  -7.045
H  -0.483  4.632  -6.029
H  2.558  2.896  -2.177
H  2.704  -0.030  -1.517
H  3.164  1.276  -4.237
H  1.796  0.213  -3.892
H  3.438  -0.384  -3.800
C  -4.045  2.662  1.836
O  -2.970  3.461  1.323
H  -4.293  3.052  2.821
H  -4.929  2.719  1.200
H  -3.750  1.616  1.936
H  -2.746  3.118  0.454
C  -6.605  0.373  -1.392
O  -5.736  1.205  -0.636
H  -7.185  -0.209  -0.680
H  -7.295  0.956  -2.008
H  -6.050  -0.317  -2.035
H  -5.214  1.725  -1.256
C  2.700  -8.859  -1.355
O  3.522  -7.955  -0.613
H  3.135  -9.852  -1.302
H  1.692  -8.885  -0.937
H  2.646  -8.553  -2.404
H  3.110  -7.087  -0.682
C  -2.075  4.766  4.592
O  -2.925  5.377  3.632
H  -1.969  5.450  5.431
H  -2.508  3.831  4.961
H  -1.085  4.568  4.171
H  -3.019  4.759  2.898
C  -1.868  -8.196  -0.892
O  -0.734  -8.338  -1.746
H  -2.406  -9.139  -0.926
H  -1.569  -7.999  0.140
H  -2.534  -7.399  -1.230
H  -0.236  -7.516  -1.718
C  -1.015  -9.196  -5.568
O  -0.135  -8.156  -5.137
H  -0.779  -9.410  -6.607
H  -0.884  -10.106  -4.979
H  -2.059  -8.883  -5.498
H  -0.343  -7.977  -4.213
C  7.173  -6.695  -1.397
O  5.918  -6.023  -1.322
H  7.866  -6.027  -1.904
H  7.559  -6.919  -0.401
H  7.087  -7.621  -1.972
H  5.299  -6.613  -0.875
C  8.500  3.519  -0.613
O  7.106  3.552  -0.350
H  8.944  4.348  -0.066
H  8.962  2.591  -0.266
H  8.721  3.651  -1.677
H  6.692  2.826  -0.826
C  -4.500  5.859  7.015
O  -3.797  5.164  8.042
H  -4.658  5.159  6.200
H  -5.471  6.218  7.366
H  -3.915  6.704  6.644
H  -3.628  5.791  8.754
C  7.411  -4.724  1.623
O  7.826  -6.058  1.911
H  8.162  -4.281  0.974
H  6.453  -4.712  1.099
H  7.336  -4.120  2.531
H  7.162  -6.455  2.480
C  3.131  -12.871  -3.314
O  3.853  -11.839  -2.653
H  2.657  -13.467  -2.539
H  2.354  -12.469  -3.969
H  3.789  -13.519  -3.898
H  4.281  -11.298  -3.321
C  -1.810  7.903  -4.353
O  -1.826  6.496  -4.131
H  -0.888  8.127  -4.884
H  -2.652  8.221  -4.971
H  -1.817  8.463  -3.416
H  -2.631  6.266  -3.664
C  -1.358  6.641  10.592
O  -1.876  6.960  9.295
H  -1.979  5.842  10.992
H  -0.326  6.289  10.545
H  -1.415  7.500  11.262
H  -1.337  7.662  8.920
C  -1.363  2.594  7.752
O  -0.383  3.246  8.558
H  -1.138  1.530  7.752
H  -2.364  2.751  8.160
H  -1.327  2.966  6.726
H  -0.597  4.184  8.552
C  -5.014  7.821  12.325
O  -3.898  8.598  11.909
H  -5.316  8.200  13.298
H  -5.858  7.916  11.637
H  -4.760  6.762  12.430
H  -3.623  8.278  11.044
C  3.252  3.147  -8.393
O  3.360  2.435  -7.172
H  4.258  3.440  -8.683
H  2.829  2.532  -9.193
H  2.648  4.054  -8.289
H  2.477  2.165  -6.895
C  -4.456  2.994  11.379
O  -5.008  3.279  10.106
H  -5.066  2.213  11.827
H  -3.426  2.630  11.309
H  -4.477  3.866  12.043
H  -4.480  3.967  9.683
C  -2.296  -5.723  -7.392
O  -2.620  -6.432  -6.206
H  -3.188  -5.176  -7.691
H  -1.486  -5.006  -7.230
H  -2.012  -6.395  -8.206
H  -1.834  -6.916  -5.932

As for the charge: 0.

---

no.,strongest force on any atom (eV Å⁻¹),Kohn-Sham gap (eV),highest occupied orbital energy (Ha)
1,1.689,9.28,-0.3395
2,6.486,7.28,-0.2203
3,0.499,8.82,-0.3341